Here is a 2-piece molecular cluster, H4O2 overall from the OMol25 dataset. Energies are from ωB97M-V/def2-TZVPD.

Properties
Spin multiplicity: 1
Relative energy (zero: lowest compared OMol25 entry of this formula, charge and spin), eV: 0.0806
Highest occupied orbital energy, hartree: -0.41607
F_max, eV Å⁻¹: 0.567
Energy, eV: -4159.8584

Cartesian coordinates (Å):
O: 0.346 -1.552 -0.010
H: 1.209 -1.142 0.054
H: -0.116 -1.035 -0.670
O: -0.472 1.065 -0.139
H: -0.536 0.659 0.726
H: -0.432 2.004 0.039

=====

Here is a 2-piece molecular cluster, H4O2 overall at a distorted geometry from the OMol25 dataset. Energies are from ωB97M-V/def2-TZVPD.

Properties
Spin multiplicity: 1
Relative energy (zero: lowest compared OMol25 entry of this formula, charge and spin), eV: 0.4309
Highest occupied orbital energy, hartree: -0.41289
F_max, eV Å⁻¹: 5.381
Energy, eV: -4159.5080

Cartesian coordinates (Å):
O: 1.097 0.655 0.213
H: 1.800 0.935 -0.438
H: 0.498 1.246 -0.072
O: -1.297 -0.970 -0.284
H: -1.729 -0.889 0.526
H: -0.368 -0.976 0.054

=====

Here is a 2-piece molecular cluster, H4O2 overall at a distorted geometry from the OMol25 dataset. Energies are from ωB97M-V/def2-TZVPD.

Properties
Spin multiplicity: 1
Relative energy (zero: lowest compared OMol25 entry of this formula, charge and spin), eV: 0.2524
Highest occupied orbital energy, hartree: -0.42495
F_max, eV Å⁻¹: 1.173
Energy, eV: -4159.6865

Cartesian coordinates (Å):
O: -2.747 2.380 1.821
H: -2.605 2.497 0.855
H: -1.913 2.666 2.219
O: 2.601 -2.325 -1.309
H: 2.375 -1.980 -2.160
H: 2.289 -3.237 -1.425